Arrangement a

This record from the Open Molecules 2025 dataset describes the molecule C3H3N3O2. The level of theory is ωB97M-V/def2-TZVPD.

Its gap between HOMO and LUMO is 9.6 eV.

Geometry as ORCA input:
```
! wB97M-V def2-TZVPD RIJCOSX def2/J DEFGRID3
* xyz 0 1
O -2.8741 -0.5816 -0.3121
C -1.8146 0.0033 0.0615
C -0.4897 -0.6215 0.2782
N -0.0271 -1.7559 0.1769
N 1.2913 -1.6730 -0.1123
C 1.6944 -0.4681 -0.2728
N 0.5737 0.3344 0.0503
O 0.5562 1.6694 -0.1145
H -1.7520 1.0638 0.0084
H 2.7499 -0.1430 -0.4840
H 0.0919 2.1723 0.7204
*
```

***

Arrangement b

This record from the Open Molecules 2025 dataset describes the molecule C3H3N3O2. The level of theory is ωB97M-V/def2-TZVPD.

Its gap between HOMO and LUMO is 10.1 eV.

Geometry as ORCA input:
```
! wB97M-V def2-TZVPD RIJCOSX def2/J DEFGRID3
* xyz 0 1
H 1.7043 0.8369 -1.3413
N 0.9377 1.4594 -1.8711
C -0.1350 1.0235 -1.4291
N -0.3225 -0.1687 -0.3676
O -1.6100 -0.6677 -0.0523
N -1.4480 -1.1749 1.1438
C -0.2423 -1.0537 1.6484
C 0.5749 -0.4624 0.5082
O 1.8485 -0.1706 0.1839
H -1.2909 1.5992 -1.3056
H -0.0165 -1.2210 2.8826
*
```

***

Arrangement c

This record from the Open Molecules 2025 dataset describes the molecule C3H3N3O2. The level of theory is ωB97M-V/def2-TZVPD.

Its gap between HOMO and LUMO is 10.8 eV.

Geometry as ORCA input:
```
! wB97M-V def2-TZVPD RIJCOSX def2/J DEFGRID3
* xyz 0 1
H -2.1237 0.8488 1.6487
N -1.3646 1.5123 0.9428
C -0.5189 0.6748 0.5940
N -0.2682 -0.5506 1.2715
C 0.3497 -1.4690 0.6527
O 0.9571 -1.3339 -0.5942
C 0.7819 -0.0298 -1.3422
O 1.0630 -0.0058 -2.4711
N 0.4921 1.0829 -0.4640
H 0.5186 -2.5512 0.8003
H 0.1129 1.8215 -1.0386
*
```

***

Most favorable structure: arrangement c. The second most favorable one is 0.1112 hartree above it.

***

Arrangement a

This record from the Open Molecules 2025 dataset describes C3H4BrCl as an isolated structure. The level of theory is ωB97M-V/def2-TZVPD.

Its gap between HOMO and LUMO is 10.4 eV.

Geometry as ORCA input:
```
! wB97M-V def2-TZVPD RIJCOSX def2/J DEFGRID3
* xyz 0 1
C 0.3244 -1.0897 0.8248
C 0.8374 0.0118 0.3390
C -0.2460 1.5886 0.4731
Cl -1.8687 0.9241 0.1209
Br 2.5791 0.4169 -0.0524
H 0.6315 -2.1730 0.8510
H -0.7859 -1.0925 0.9767
H -0.2528 1.8149 1.5739
H 0.1316 2.3007 -0.3368
*
```

***

Arrangement b

This record from the Open Molecules 2025 dataset describes a 2-piece molecular cluster, C3H4BrCl overall. The level of theory is ωB97M-V/def2-TZVPD.

Its gap between HOMO and LUMO is 10.9 eV.

Geometry as ORCA input:
```
! wB97M-V def2-TZVPD RIJCOSX def2/J DEFGRID3
* xyz 0 1
Cl -0.0935 0.1857 -2.6027
C -1.1417 0.1133 -1.1939
Br -1.0818 1.8361 -0.1987
H -0.7372 -0.6393 -0.4758
H -2.2216 0.0903 -1.5926
C 1.7252 -0.7174 1.1268
C 0.8308 -0.1970 1.7453
H 2.6756 -0.8223 0.6862
H 0.0441 0.1507 2.5053
*
```

***

Most favorable structure: arrangement a. The second most favorable one is 0.0146 hartree above it.

***

Arrangement a

This record from the Open Molecules 2025 dataset describes C6H12N2P as an isolated structure. The level of theory is ωB97M-V/def2-TZVPD.

Its gap between HOMO and LUMO (alpha / beta) is 7.5 / 6.6 eV.

Geometry as ORCA input:
```
! wB97M-V def2-TZVPD RIJCOSX def2/J DEFGRID3
* xyz 1 3
C 0.0033 -1.4443 0.3086
C -0.2846 0.8225 -0.0469
C 0.5569 -2.6643 -0.1516
C -0.8854 2.4974 -0.9370
C 0.1896 -0.3679 -2.1298
C 0.2836 0.8438 2.8686
N -0.3782 -1.0549 1.4093
N 0.0416 -0.2492 -0.6781
P -0.9622 0.4842 1.5216
H 0.3533 -3.5013 0.4603
H 1.6426 -2.6491 -0.0856
H 0.4396 -2.7786 -1.1810
H -0.0562 3.1891 -1.0450
H -1.6309 2.8020 -0.2172
H -1.4056 2.3134 -1.9532
H -0.6639 0.1744 -2.4865
H 0.2064 -1.3992 -2.4185
H 1.0475 0.2204 -2.5343
H 1.2914 0.5736 2.5550
H 0.0006 0.2879 3.7454
H 0.2108 1.9002 2.9957
*
```

***

Arrangement b

This record from the Open Molecules 2025 dataset describes C6H12N2P as an isolated structure. The level of theory is ωB97M-V/def2-TZVPD.

Its gap between HOMO and LUMO (alpha / beta) is 8.1 / 7.1 eV.

Geometry as ORCA input:
```
! wB97M-V def2-TZVPD RIJCOSX def2/J DEFGRID3
* xyz 1 3
C -0.6424 -1.2025 -0.4596
C 0.0868 0.9318 -0.3796
C -0.4727 -2.6659 -0.3868
C 1.3070 2.2104 -0.3876
C 1.8226 -0.7923 -0.2645
C -2.6548 1.8262 0.4258
N -1.7834 -0.6275 -0.5975
N 0.4610 -0.3349 -0.3735
P -1.6205 1.0085 -0.8434
H 0.0894 -2.9606 0.4992
H 0.0471 -3.0370 -1.2712
H -1.4559 -3.1281 -0.3530
H 1.8693 2.0928 0.5276
H 0.7644 3.1418 -0.4198
H 1.9133 2.0595 -1.2705
H 2.4779 -0.1501 -0.8508
H 1.9026 -1.8128 -0.6312
H 2.1514 -0.7655 0.7767
H -3.6963 1.6741 0.1483
H -2.4321 2.8903 0.4351
H -2.4657 1.3782 1.4001
*
```

***

Most favorable structure: arrangement b. The second most favorable one is 0.0992 hartree above it.

***

Arrangement a

This record from the Open Molecules 2025 dataset describes a 2-piece molecular cluster, C8H9NO3 overall. The level of theory is ωB97M-V/def2-TZVPD.

Its gap between HOMO and LUMO is 8.5 eV.

Geometry as ORCA input:
```
! wB97M-V def2-TZVPD RIJCOSX def2/J DEFGRID3
* xyz 0 1
C 1.6164 1.1069 -1.2519
C 1.4654 1.6619 -0.1903
N 1.4678 2.6303 0.7755
O 0.7112 3.5354 0.7000
O 2.2495 2.5295 1.6414
H 1.8181 0.5213 -2.1351
C -0.6323 -1.0080 -2.1080
C -0.1038 -0.6581 -0.7539
C 0.7971 -1.3544 0.0188
C 0.7648 -0.7113 1.2814
C -0.1597 0.3218 1.1520
C -0.7240 1.2337 2.1958
O -0.7847 0.3111 -0.0075
H -1.6126 -1.6070 -1.9570
H 0.0743 -1.3635 -2.8410
H -1.0166 0.0572 -2.5648
H 1.4376 -2.2563 -0.0448
H 1.2594 -1.0590 2.0840
H 0.0132 1.3550 2.9787
H -1.6657 1.0308 2.6746
H -0.8591 2.1451 1.7189
*
```

***

Arrangement b

This record from the Open Molecules 2025 dataset describes a 2-piece molecular cluster, C8H9NO3 overall. The level of theory is ωB97M-V/def2-TZVPD.

Its gap between HOMO and LUMO is 9.3 eV.

Geometry as ORCA input:
```
! wB97M-V def2-TZVPD RIJCOSX def2/J DEFGRID3
* xyz 0 1
C 0.1480 -1.5568 1.8732
C -0.8298 -0.8891 1.6226
C -2.0264 -0.0967 1.2818
O -1.7498 1.2379 0.9971
C -2.6980 -0.7690 0.0918
O -2.8857 -0.1550 -0.9384
H 1.0155 -2.1870 2.1310
H -2.7215 -0.1614 2.1258
H -1.9495 1.3519 0.0494
H -2.9834 -1.8513 0.2057
C 2.5991 1.5743 -0.1909
C 1.6262 0.5969 -0.7686
C 1.7294 -0.1934 -1.8541
O 0.5631 -0.9166 -1.9724
C -0.1810 -0.5034 -0.9238
N 0.3791 0.3766 -0.1876
H 3.5421 1.0841 0.1024
H 2.1680 2.0347 0.7054
H 2.8473 2.3790 -0.9039
H 2.4873 -0.3661 -2.5963
H -1.0800 -0.9897 -0.8503
*
```

***

Arrangement c

This record from the Open Molecules 2025 dataset describes the molecule C8H9NO3. The level of theory is ωB97M-V/def2-TZVPD.

Its gap between HOMO and LUMO is 8.2 eV.

Geometry as ORCA input:
```
! wB97M-V def2-TZVPD RIJCOSX def2/J DEFGRID3
* xyz 0 1
N 3.8599 0.4524 -0.2493
C 2.4378 0.3102 -0.1101
C 1.8242 -1.0324 -0.0958
C 0.4933 -1.2824 0.1167
C -0.1183 -0.2408 1.1053
O -1.4192 -0.8119 1.4013
C -2.1462 -0.6799 0.1196
C -2.9627 0.5138 -0.0408
O -2.7421 1.5898 0.3215
O -4.0540 0.2679 -0.8496
C 0.4079 1.0921 1.0651
C 1.4860 1.3069 0.3155
H 3.7669 -0.1063 -1.3510
H 3.7152 1.5242 -0.8164
H 2.3842 -1.9395 -0.4105
H 0.0169 -2.1478 0.0858
H -1.4989 -0.8627 -0.8820
H -2.9495 -1.6968 0.1359
H -4.5079 -0.8232 -0.8629
H 0.0806 2.1294 1.2270
H 1.9257 2.4371 -0.2252
*
```

***

Most favorable structure: arrangement b. The second most favorable one is 0.1156 hartree above it.

***

Arrangement a

This record from the Open Molecules 2025 dataset describes a 2-piece molecular cluster, C4H10OS overall. The level of theory is ωB97M-V/def2-TZVPD.

Its gap between HOMO and LUMO is 9.7 eV.

Geometry as ORCA input:
```
! wB97M-V def2-TZVPD RIJCOSX def2/J DEFGRID3
* xyz 0 1
C -2.6089 -0.3785 -0.8243
C -3.4075 0.6109 -0.4499
O -3.7778 0.7353 0.8647
H -2.0536 -0.5090 -1.7426
H -2.7221 -1.3505 -0.3348
H -3.7237 1.4404 -1.0648
H -4.1591 1.5870 1.0194
C 1.8104 -0.9419 0.4829
C 3.1398 -0.1661 0.4141
S 3.2449 0.7921 -1.1502
H 0.9710 -0.4223 0.9749
H 1.4192 -1.1003 -0.5182
H 1.9457 -1.8082 1.1388
H 3.9523 -0.8926 0.5453
H 3.3454 0.5436 1.2142
H 2.6240 1.8599 -0.5693
*
```

***

Arrangement b

This record from the Open Molecules 2025 dataset describes a 2-piece molecular cluster, C4H10OS overall. The level of theory is ωB97M-V/def2-TZVPD.

Its gap between HOMO and LUMO is 10.1 eV.

Geometry as ORCA input:
```
! wB97M-V def2-TZVPD RIJCOSX def2/J DEFGRID3
* xyz 0 1
C -1.4046 4.5341 -2.5490
C -2.3108 5.3291 -3.0879
O -3.3698 5.9041 -2.4152
H -0.5392 4.1973 -3.0907
H -1.4131 4.1061 -1.5524
H -2.2531 5.6671 -4.1170
H -3.0230 6.1487 -1.5418
C 2.0506 -4.1294 0.3063
C 2.4457 -4.0243 1.7871
S 1.1320 -3.3720 2.8516
H 2.5679 -3.4010 -0.3206
H 0.9868 -3.9482 0.1955
H 2.2561 -5.1209 -0.0976
H 2.6819 -5.0354 2.1349
H 3.3689 -3.5444 1.9893
H 1.0974 -2.1858 2.2509
*
```

***

Arrangement c

This record from the Open Molecules 2025 dataset describes a 2-piece molecular cluster, C4H10OS overall. The level of theory is ωB97M-V/def2-TZVPD.

Its gap between HOMO and LUMO is 10.1 eV.

Geometry as ORCA input:
```
! wB97M-V def2-TZVPD RIJCOSX def2/J DEFGRID3
* xyz 0 1
C 2.2830 -0.2731 -1.8188
C 1.5381 -0.1399 -3.0425
O 1.9952 0.4674 -4.0004
H 1.6274 0.2171 -0.9214
H 2.4522 -1.3191 -1.5296
H 3.3156 0.2026 -1.7989
H 0.4905 -0.5458 -2.9847
C -2.0204 0.0870 2.8037
C -1.2334 -0.2827 1.5743
S -0.5822 1.3232 0.7508
H -1.5526 0.8915 3.2748
H -2.9240 0.5064 2.3016
H -2.2068 -0.7414 3.3332
H -1.8727 -0.6259 0.8327
H -0.3224 -0.9257 1.6836
H -0.9876 1.1582 -0.4585
*
```

***

Most favorable structure: arrangement b. The second most favorable one is 0.0075 hartree above it.

***

Arrangement a

This record from the Open Molecules 2025 dataset describes the molecule C10H12N2. The level of theory is ωB97M-V/def2-TZVPD.

Its gap between HOMO and LUMO is 8.9 eV.

Geometry as ORCA input:
```
! wB97M-V def2-TZVPD RIJCOSX def2/J DEFGRID3
* xyz 0 1
C 1.9643 -1.0913 1.3032
C 1.8965 -0.7829 -0.2558
C 0.6860 -1.3871 -1.0385
C -0.5468 -0.6917 -0.5392
C -1.7536 -1.3424 -0.3452
C -2.8529 -0.6287 0.1448
C -2.8076 0.7373 0.3160
C -1.6438 1.4373 0.0712
C -0.4738 0.7182 -0.2842
C 0.8603 1.3319 -0.3125
N 0.9923 2.7016 -0.3465
N 1.9593 0.6125 -0.3391
H 2.8366 -0.5369 1.6876
H 1.0822 -0.6430 1.7552
H 1.9610 -2.1406 1.5250
H 2.9084 -1.1480 -0.6659
H 0.6622 -2.4333 -0.8379
H 0.9049 -1.2071 -2.0819
H -1.7722 -2.3391 -0.7004
H -3.7733 -1.1425 0.1737
H -3.7307 1.1976 0.5807
H -1.6711 2.5715 0.0845
H 1.9109 2.9488 -0.1673
H 0.4010 3.2579 0.2726
*
```

***

Arrangement b

This record from the Open Molecules 2025 dataset describes the molecule C10H12N2. The level of theory is ωB97M-V/def2-TZVPD.

Its gap between HOMO and LUMO is 9.5 eV.

Geometry as ORCA input:
```
! wB97M-V def2-TZVPD RIJCOSX def2/J DEFGRID3
* xyz 0 1
C 2.0578 0.0852 -1.7618
C 0.6769 -0.3452 -1.3791
N -0.2125 -0.8626 -2.3577
N 0.3330 -1.7187 -1.3361
C -0.5417 -2.1824 -0.2706
C -0.1902 -1.5534 1.0793
C -0.4200 -0.0706 1.0386
C -1.0210 0.6347 2.0714
C -1.2149 2.0024 1.9574
C -0.8193 2.6799 0.8168
C -0.2249 1.9892 -0.2291
C -0.0378 0.6338 -0.0895
H 2.4297 -0.5808 -2.5362
H 2.7180 0.0426 -0.8982
H 2.0382 1.1040 -2.1431
H -1.1879 -0.5986 -2.1882
H -0.4213 -3.2688 -0.2258
H -1.5962 -1.9699 -0.5110
H 0.8640 -1.7570 1.2918
H -0.7893 -2.0094 1.8680
H -1.3365 0.1153 2.9646
H -1.6883 2.5396 2.7665
H -0.9736 3.7465 0.7378
H 0.0803 2.4972 -1.1317
*
```

***

Most favorable structure: arrangement a. The second most favorable one is 0.0747 hartree above it.